# 1
The following is a DFT calculation (ωB97M-V/def2-TZVPD) of a 2-piece molecular cluster, C2H3NO overall at a distorted geometry.

Geometry as ORCA input:
```
! wB97M-V def2-TZVPD RIJCOSX def2/J DEFGRID3
* xyz 0 1
C 1.24755 1.32829 -0.97706
N 1.80276 0.53626 -0.39323
H 0.99791 2.17744 -1.60409
C -0.99533 -1.03919 0.69061
O -0.37437 -0.01308 0.57860
H -1.84817 -1.41871 0.04009
H -0.83034 -1.57101 1.66508
*
```

Output
SMILES: C#N.C=O
Orbital gap in eV: 11.0

Results of the Mulliken charge analysis, in e, for atoms 1 through 2:
1 C 0.12
2 N -0.35

# 2
The following is a DFT calculation (ωB97M-V/def2-TZVPD) of one molecule with the formula C5H10O3Se at a distorted geometry.

Geometry as ORCA input:
```
! wB97M-V def2-TZVPD RIJCOSX def2/J DEFGRID3
* xyz 0 1
O 0.50714 2.19362 -0.68701
C -0.06336 0.87055 -0.66324
C -0.67170 0.57530 0.79862
O -1.74912 1.40810 1.12228
C -1.11123 -0.85593 0.73290
O 0.01694 -1.67526 0.56776
C 0.39205 -1.56003 -0.76960
C 0.96811 -0.15869 -1.05725
Se 2.58840 0.10527 0.29315
H 1.23467 2.32795 -0.06899
H -0.98638 0.77613 -1.24069
H 0.11044 0.62199 1.49342
H -1.60375 2.30624 1.27175
H -1.64205 -1.13732 1.69883
H -1.87248 -1.04607 -0.08019
H -0.63840 -1.72200 -1.43051
H 1.14527 -2.20072 -1.18608
H 1.53302 0.04806 -2.10050
H 1.84246 -0.87717 1.30534
*
```

Output
SMILES: O[C@@H]1[C@@H](O)COC[C@@H]1[SeH]
Orbital gap in eV: 9.5

Results of the Mulliken charge analysis, in e, for atoms 1 through 2:
1 O -0.57
2 C -0.29

# 3
The following is a DFT calculation (ωB97M-V/def2-TZVPD) of C30H45CaNO2P2 as an isolated structure at a distorted geometry.

Geometry as ORCA input:
```
! wB97M-V def2-TZVPD RIJCOSX def2/J DEFGRID3
* xyz 0 1
P -1.39528 2.03014 0.05986
P 1.80606 1.83943 -0.15427
C -0.42743 3.59853 0.24417
C 0.98902 3.50741 -0.34106
H -0.38519 3.82859 1.32101
H -0.96915 4.42830 -0.23460
H 0.97110 3.73744 -1.41661
H 1.63163 4.26660 0.13473
C 2.72148 2.19124 1.39919
H 3.33613 1.31835 1.65701
H 2.02236 2.38262 2.22173
H 3.36488 3.06942 1.24072
C 3.22669 1.95562 -1.29431
H 3.77023 2.89556 -1.13248
H 2.88647 1.89365 -2.33383
H 3.89756 1.10736 -1.10611
C -2.77661 2.18238 1.24037
H -3.47260 1.34705 1.08161
H -3.30562 3.13444 1.10693
H -2.38945 2.10844 2.26563
C -2.26258 2.29931 -1.53310
H -1.53549 2.25456 -2.35648
H -2.76926 3.27530 -1.53221
H -3.00288 1.49699 -1.67382
Ca 0.08834 -0.43011 0.23721
C 1.90566 6.86810 -0.59355
C 2.06888 6.61107 0.71034
C 1.47126 7.39331 1.84256
C 0.07288 8.01361 1.59852
C -0.93003 7.07281 0.99561
C -1.13062 6.84634 -0.30622
C -0.42283 7.52301 -1.44325
C 1.04816 7.94192 -1.19603
C -2.13417 -1.23198 0.24842
H 2.47710 6.29400 -1.33408
H 2.78721 5.84281 1.02407
H 2.15169 8.20713 2.14812
H 1.39655 6.72301 2.71236
H -0.31389 8.29401 2.59153
H 0.16859 8.94893 1.03316
H -1.57725 6.58402 1.73566
H -1.95849 6.19476 -0.61641
H -0.98167 8.42019 -1.76174
H -0.43927 6.83863 -2.30559
H 1.47218 8.16420 -2.18854
H 1.08304 8.88209 -0.63166
H -2.12107 -1.95316 -0.58728
H -3.02725 -0.60012 0.14908
H -2.21190 -1.81735 1.17880
C 0.97723 -4.33584 -3.96896
C -0.02686 -4.55675 -2.86995
C -1.38011 -4.41877 -3.16846
C -2.35375 -4.59085 -2.17971
C -1.95149 -4.86347 -0.88344
C -0.57786 -4.94598 -0.55104
N -0.31284 -5.00699 0.80826
C 0.87988 -5.07832 1.57268
C 1.16922 -6.26619 2.27115
C 2.22910 -6.31570 3.17075
C 3.01821 -5.18040 3.38418
C 2.74277 -3.99414 2.69957
C 1.65232 -3.93435 1.84096
C 1.17029 -2.63692 1.25919
O 0.63132 -1.75973 2.03079
O 1.27347 -2.43573 -0.00649
C 0.39957 -4.88595 -1.57639
C 1.85808 -5.10936 -1.36691
H 1.63212 -3.47938 -3.75444
H 1.61703 -5.21428 -4.12183
H 0.46330 -4.13095 -4.91271
H -1.66133 -4.18126 -4.19472
H -3.41296 -4.50135 -2.43054
H -2.69511 -4.96935 -0.08695
H -1.14617 -5.12013 1.37468
H 0.54405 -7.14174 2.08934
H 2.44287 -7.24692 3.69972
H 3.84273 -5.21269 4.09192
H 3.35968 -3.10029 2.80685
H 2.41171 -4.17013 -1.51098
H 2.11227 -5.49699 -0.38044
H 2.23465 -5.82736 -2.11197
*
```

Output
Orbital gap in eV: 6.7

Results of the Mulliken charge analysis, in e, for atoms 1 through 2:
1 P 0.53
2 P 0.56

# 4
The following is a DFT calculation (ωB97M-V/def2-TZVPD) of a 2-piece molecular cluster, C18H23N6O4S overall at a distorted geometry.

Geometry as ORCA input:
```
! wB97M-V def2-TZVPD RIJCOSX def2/J DEFGRID3
* xyz -1 1
O -7.14383 0.36323 2.70390
O -0.80711 -0.34666 2.66368
O -4.15129 -0.24839 5.53714
O -0.74523 1.54093 1.51620
N 0.61391 0.81280 -5.55290
N -0.59420 1.45086 -3.63705
S 2.81856 -0.64841 -5.64499
C -6.02665 0.58727 3.15022
C -1.34141 0.69344 2.21529
C -3.29119 -0.42661 4.67671
C -0.39063 1.36354 -4.92113
C 1.50471 0.18119 -4.79564
C 0.28826 0.82131 -2.90591
C 1.36557 0.16469 -3.42102
C 3.98517 -2.14537 -3.65724
C 5.03117 -0.02204 -4.14516
C 4.93846 -2.38755 -2.66228
C 5.98965 -0.26740 -3.15532
C 4.02469 -0.95890 -4.39768
C 5.95085 -1.45281 -2.40788
N -1.25071 2.03424 -5.67557
N 0.04779 0.82950 -1.57869
N -2.06408 -0.83136 5.01788
N -5.01790 -0.20625 2.78391
C -5.84034 1.78472 4.06171
C 6.96610 -1.70992 -1.32855
C -1.61621 -1.10386 6.37950
C -2.82555 0.95697 2.52047
C -3.58571 -0.22644 3.16647
H 2.04969 -0.35223 -2.76543
H 3.20299 -2.87370 -3.85073
H 5.06109 0.90020 -4.71759
H 4.88544 -3.30473 -2.08338
H 6.76112 0.47222 -2.96441
H -1.73147 2.72318 -5.11545
H -0.81320 2.32079 -6.53708
H 0.78561 0.58888 -0.92676
H -0.68386 1.45284 -1.24835
H -1.38146 -0.88828 4.25993
H -5.30974 -0.93601 2.15766
H -6.64336 2.49381 3.87516
H -4.88865 2.26680 3.87506
H -5.88992 1.45299 5.09561
H 6.58151 -1.35970 -0.36583
H 7.18220 -2.77991 -1.25149
H 7.90152 -1.18479 -1.54449
H -1.67871 -0.18966 6.97189
H -0.58523 -1.45928 6.36296
H -2.25860 -1.86308 6.82792
H -3.31237 1.21077 1.57703
H -2.88397 1.82597 3.17455
H -3.18351 -1.11980 2.68713
*
```

Output
Orbital gap in eV: 7.6

Results of the Mulliken charge analysis, in e, for atoms 1 through 2:
1 O -0.71
2 O -0.85